# C5H11IN

An isolated ion of composition C5H11IN and charge +1 in a non-equilibrium geometry (ωB97M-V with the def2-TZVPD basis set, the OMol25 dataset).

Each line ends with the natural charge from an NBO analysis.
Element x y z (Å)
C: 0.62 0.84 -0.10  0.015
C: -0.60 0.25 0.54  -0.342
C: -0.79 -0.78 -0.60  -0.116
C: 0.69 2.20 -0.73  -0.685
C: -0.57 -0.55 1.80  -0.574
N: 0.25 -1.96 -0.59  -0.720
I: -1.49 -0.19 -2.56  0.241
H: 1.66 0.42 -0.09  0.212
H: -1.40 0.85 0.60  0.254
H: -0.24 2.55 -1.39  0.252
H: 1.48 2.24 -1.46  0.239
H: 0.87 2.83 0.06  0.260
H: -0.41 0.14 2.55  0.241
H: 0.23 -1.16 1.76  0.163
H: -1.41 -1.22 1.94  0.240
H: 0.69 -1.79 0.25  0.432
H: 0.87 -1.97 -1.33  0.429
H: -0.44 -2.70 -0.67  0.459

For the lowest unoccupied orbital energy (alpha / beta), the calculation gives -4.49 / -4.20 eV. The total energy comes out at -549.1421 Ha. For the frontier orbital gap (alpha / beta), the calculation gives 7.68 / 8.14 eV. Its total charge is +1. For the energy relative to the best compared isomer or geometry (same formula, charge and spin), the calculation gives 4.3629 eV.

---

# C5H11IN

A 2-piece molecular cluster, C5H11IN overall in a non-equilibrium geometry (ωB97M-V with the def2-TZVPD basis set, the OMol25 dataset).

Each line ends with the natural charge from an NBO analysis.
Element x y z (Å)
C: -1.92 -0.28 -0.21  -0.268
C: -0.82 -0.93 -0.05  0.030
C: -3.24 -0.32 0.47  -0.635
C: 2.34 -0.12 0.91  -0.429
C: 1.20 0.09 -1.36  -0.345
N: 1.92 0.76 -0.16  -0.584
I: 0.33 1.56 -2.65  0.233
H: -1.81 0.65 -0.86  0.253
H: -0.28 -1.71 0.39  0.209
H: -3.77 -1.15 0.28  0.242
H: -3.25 -0.14 1.60  0.248
H: -3.80 0.37 -0.04  0.232
H: 2.77 0.54 1.66  0.234
H: 1.45 -0.50 1.41  0.234
H: 3.12 -0.82 0.65  0.244
H: 1.81 -0.68 -1.78  0.196
H: 2.79 1.28 -0.58  0.446
H: 1.17 1.40 0.30  0.458

For the lowest unoccupied orbital energy (alpha / beta), the calculation gives -4.55 / -4.26 eV. The total energy comes out at -549.1092 Ha. For the frontier orbital gap (alpha / beta), the calculation gives 7.89 / 8.32 eV. Its total charge is +1. For the energy relative to the best compared isomer or geometry (same formula, charge and spin), the calculation gives 5.2578 eV.

---

# C5H11IN

A 2-piece molecular cluster, C5H11IN overall in a non-equilibrium geometry (ωB97M-V with the def2-TZVPD basis set, the OMol25 dataset).

Each line ends with the natural charge from an NBO analysis.
Element x y z (Å)
C: -0.65 -1.51 -0.67  -0.408
C: -0.69 -0.06 -1.18  -0.501
C: -0.50 -1.45 0.88  -0.238
C: -0.29 0.76 0.02  0.518
C: -0.18 2.20 0.26  -0.687
N: -0.27 0.03 1.09  -0.437
I: 2.96 0.22 -0.43  -0.141
H: -1.67 -2.04 -0.98  0.251
H: 0.23 -2.02 -1.02  0.242
H: 0.03 0.09 -1.91  0.265
H: -1.77 0.07 -1.30  0.280
H: -1.39 -1.76 1.44  0.229
H: 0.16 -2.17 1.26  0.244
H: -0.91 2.64 -0.27  0.269
H: 0.66 2.47 -0.38  0.272
H: 0.03 2.52 1.26  0.254
H: -0.09 0.46 1.99  0.435
H: 4.37 -0.43 -0.04  0.154

For the lowest unoccupied orbital energy, the calculation gives -4.04 eV. The total energy comes out at -549.2801 Ha. For the frontier orbital gap, the calculation gives 9.58 eV. Its total charge is +1. For the energy relative to the best compared isomer or geometry (same formula, charge and spin), the calculation gives 0.6098 eV.

---

# C5H11N

C5H11N in the gas phase in a non-equilibrium geometry (ωB97M-V with the def2-TZVPD basis set, the OMol25 dataset).

Each line ends with the natural charge from an NBO analysis.
Element x y z (Å)
C: 2.53 0.20 0.26  -0.605
C: 1.12 -0.38 0.16  -0.416
C: 0.11 0.72 -0.14  -0.192
N: -1.26 0.36 -0.19  -0.450
C: -2.16 -0.28 0.65  -0.240
C: -2.10 -0.39 -0.98  -0.198
H: 2.82 0.68 -0.69  0.202
H: 3.27 -0.57 0.49  0.212
H: 2.58 0.96 1.05  0.203
H: 1.08 -1.15 -0.62  0.195
H: 0.85 -0.87 1.11  0.199
H: 0.33 1.20 -1.10  0.195
H: 0.17 1.49 0.64  0.189
H: -2.07 -1.26 1.11  0.168
H: -2.68 0.44 1.32  0.186
H: -1.65 -1.21 -1.59  0.175
H: -2.94 0.08 -1.49  0.177

For the lowest unoccupied orbital energy, the calculation gives 1.18 eV. The total energy comes out at -251.7710 Ha. For the frontier orbital gap, the calculation gives 9.40 eV. For the energy relative to the best compared isomer or geometry (same formula, charge and spin), the calculation gives 2.4909 eV.

---

# C5H11N

C5H11N as an isolated structure in a non-equilibrium geometry (ωB97M-V with the def2-TZVPD basis set, the OMol25 dataset).

Each line ends with the natural charge from an NBO analysis.
Element x y z (Å)
C: 0.25 2.04 -0.63  -0.617
C: 1.17 0.85 -0.20  -0.451
C: 0.39 -0.41 0.03  0.197
C: -0.44 -0.60 1.23  -0.293
N: -1.72 -0.75 0.55  -0.947
C: 0.50 -1.48 -0.86  -0.567
H: -0.80 1.73 -0.51  0.233
H: 0.50 2.44 -1.61  0.220
H: 0.34 2.84 0.11  0.215
H: 1.66 1.14 0.73  0.241
H: 1.92 0.66 -0.96  0.216
H: -0.37 0.25 1.92  0.179
H: -0.08 -1.48 1.79  0.152
H: -2.29 0.06 0.80  0.317
H: 1.03 -1.44 -1.81  0.229
H: 0.22 -2.49 -0.58  0.252
H: -0.48 -0.70 -1.00  0.423

For the lowest unoccupied orbital energy, the calculation gives 0.46 eV. The total energy comes out at -251.6759 Ha. For the frontier orbital gap, the calculation gives 7.18 eV. For the energy relative to the best compared isomer or geometry (same formula, charge and spin), the calculation gives 5.0793 eV.

---

# C5H11N

C5H11N in the gas phase (ωB97M-V with the def2-TZVPD basis set, the OMol25 dataset).

Each line ends with the natural charge from an NBO analysis.
Element x y z (Å)
C: -1.69 -0.83 0.51  -0.605
C: -0.57 0.16 0.24  -0.051
C: -0.91 1.03 -0.97  -0.615
N: 0.65 -0.61 -0.04  -0.413
C: 1.84 0.08 -0.48  -0.260
C: 1.79 -0.55 0.85  -0.253
H: -1.69 -1.59 -0.28  0.216
H: -1.55 -1.35 1.47  0.210
H: -2.67 -0.33 0.51  0.203
H: -0.43 0.82 1.12  0.167
H: -0.94 0.42 -1.88  0.212
H: -0.18 1.84 -1.12  0.206
H: -1.89 1.50 -0.84  0.212
H: 1.82 1.17 -0.50  0.185
H: 2.35 -0.39 -1.32  0.201
H: 2.31 -1.49 1.03  0.199
H: 1.76 0.12 1.71  0.186

For the lowest unoccupied orbital energy, the calculation gives 1.24 eV. The total energy comes out at -251.8162 Ha. For the frontier orbital gap, the calculation gives 10.27 eV. For the energy relative to the best compared isomer or geometry (same formula, charge and spin), the calculation gives 1.2620 eV.

---

# C5H11N

A 2-piece molecular cluster, C5H11N overall in a non-equilibrium geometry (ωB97M-V with the def2-TZVPD basis set, the OMol25 dataset).

Each line ends with the natural charge from an NBO analysis.
Element x y z (Å)
C: -2.08 -0.24 1.00  -0.663
C: -1.90 0.05 -0.46  -0.166
C: -1.85 -0.84 -1.45  -0.412
H: -3.04 -0.70 1.23  0.224
H: -2.04 0.69 1.57  0.219
H: -1.29 -0.93 1.31  0.219
H: -1.85 1.09 -0.75  0.191
H: -1.79 -0.56 -2.48  0.204
H: -1.95 -1.89 -1.16  0.186
C: 2.29 0.22 1.15  -0.458
C: 2.19 0.74 -1.11  -0.066
N: 2.48 1.18 0.03  -0.386
H: 2.79 -0.72 0.94  0.193
H: 2.77 0.65 2.03  0.204
H: 1.23 0.13 1.33  0.200
H: 2.33 1.36 -1.98  0.174
H: 1.71 -0.24 -1.19  0.139

For the lowest unoccupied orbital energy, the calculation gives 1.09 eV. The total energy comes out at -251.7895 Ha. For the frontier orbital gap, the calculation gives 10.66 eV. For the energy relative to the best compared isomer or geometry (same formula, charge and spin), the calculation gives 1.9863 eV.

---

# C5H11N

C5H11N as an isolated structure in a non-equilibrium geometry (ωB97M-V with the def2-TZVPD basis set, the OMol25 dataset).

Each line ends with the natural charge from an NBO analysis.
Element x y z (Å)
C: 2.48 0.51 0.16  -0.604
C: 1.23 -0.38 0.18  -0.397
C: -0.03 0.48 0.49  -0.369
N: -1.20 -1.09 -0.56  -0.521
C: -1.49 -0.07 0.51  -0.234
C: -2.29 -0.85 -1.18  0.062
H: 2.40 1.30 -0.60  0.198
H: 3.37 -0.08 -0.08  0.210
H: 2.66 1.01 1.13  0.197
H: 1.14 -0.86 -0.80  0.224
H: 1.35 -1.19 0.91  0.197
H: -0.06 1.23 -0.32  0.195
H: 0.08 0.98 1.44  0.200
H: -2.06 -0.43 1.38  0.194
H: -2.03 0.86 0.20  0.173
H: -3.26 -1.04 -0.70  0.122
H: -2.28 -0.39 -2.16  0.153

For the lowest unoccupied orbital energy, the calculation gives 0.82 eV. The total energy comes out at -251.7186 Ha. For the frontier orbital gap, the calculation gives 9.07 eV. For the energy relative to the best compared isomer or geometry (same formula, charge and spin), the calculation gives 3.9174 eV.

---

# C5H11N

C5H11N in the gas phase in a non-equilibrium geometry (ωB97M-V with the def2-TZVPD basis set, the OMol25 dataset).

Each line ends with the natural charge from an NBO analysis.
Element x y z (Å)
C: -0.43 2.88 -1.10  -0.599
C: 0.03 1.93 -0.01  -0.432
C: -0.46 0.51 -0.08  -0.309
C: 0.23 -0.55 0.42  0.025
N: 0.24 -1.82 -0.06  -0.600
C: 0.42 -2.96 0.84  -0.407
H: -0.15 3.91 -0.89  0.213
H: -0.11 2.50 -2.06  0.207
H: -1.53 2.96 -1.12  0.201
H: -0.14 2.24 1.03  0.204
H: 1.13 1.96 -0.01  0.196
H: -1.11 0.13 -0.89  0.171
H: 0.93 -0.22 1.19  0.177
H: -0.51 -2.00 -0.71  0.372
H: -0.42 -3.65 0.75  0.192
H: 0.54 -2.62 1.86  0.199
H: 1.26 -3.60 0.56  0.190

For the lowest unoccupied orbital energy, the calculation gives 1.17 eV. The total energy comes out at -251.8074 Ha. For the frontier orbital gap, the calculation gives 8.72 eV. For the energy relative to the best compared isomer or geometry (same formula, charge and spin), the calculation gives 1.5014 eV.

---

# C5H11N

C5H11N as an isolated structure in a non-equilibrium geometry (ωB97M-V with the def2-TZVPD basis set, the OMol25 dataset).

Each line ends with the natural charge from an NBO analysis.
Element x y z (Å)
C: -0.68 0.49 -0.28  0.030
C: 0.04 -0.77 -0.33  -0.389
C: -2.30 -0.54 -0.19  -0.697
N: -0.56 1.32 0.82  -0.850
C: 1.78 -0.16 -0.53  -0.204
C: 2.67 0.08 0.43  -0.446
H: -0.74 1.03 -1.22  0.206
H: -0.14 2.22 0.66  0.388
H: -0.33 0.87 1.70  0.374
H: 0.09 -1.34 0.60  0.212
H: -0.08 -1.34 -1.24  0.224
H: 2.12 -0.16 -1.57  0.176
H: -2.73 -0.36 -1.18  0.195
H: -2.91 -0.05 0.57  0.201
H: -2.36 -1.60 0.04  0.200
H: 3.73 0.22 0.24  0.198
H: 2.38 0.10 1.48  0.182

For the lowest unoccupied orbital energy, the calculation gives 1.15 eV. The total energy comes out at -251.7285 Ha. For the frontier orbital gap, the calculation gives 9.08 eV. For the energy relative to the best compared isomer or geometry (same formula, charge and spin), the calculation gives 3.6467 eV.

---

# C5H11N

A 3-piece molecular cluster, C5H11N overall (ωB97M-V with the def2-TZVPD basis set, the OMol25 dataset).

Each line ends with the natural charge from an NBO analysis.
Element x y z (Å)
C: -1.49 1.75 0.72  -0.593
C: -1.39 0.25 0.39  -0.440
C: 0.02 -0.18 0.20  0.096
C: 1.13 -0.78 0.98  -0.254
N: 0.64 -1.24 -0.31  -0.289
C: 1.24 -1.51 -1.47  -0.285
H: -0.92 1.98 1.63  0.206
H: -1.07 2.34 -0.10  0.213
H: -2.53 2.05 0.87  0.209
H: -1.88 -0.33 1.19  0.205
H: -1.94 0.04 -0.54  0.218
H: 0.94 0.76 -1.00  -0.025
H: 0.99 -1.49 1.80  0.184
H: 2.09 -0.25 0.98  0.186
H: 1.43 0.34 -1.56  -0.028
H: 0.59 -1.60 -2.34  0.198
H: 2.13 -2.13 -1.44  0.198

For the lowest unoccupied orbital energy, the calculation gives 1.05 eV. The total energy comes out at -251.6757 Ha. For the frontier orbital gap, the calculation gives 8.63 eV. For the energy relative to the best compared isomer or geometry (same formula, charge and spin), the calculation gives 5.0834 eV.

---

# C5H11N

C5H11N in the gas phase in a non-equilibrium geometry (ωB97M-V with the def2-TZVPD basis set, the OMol25 dataset).

Each line ends with the natural charge from an NBO analysis.
Element x y z (Å)
C: -2.41 0.09 0.24  -0.615
C: -1.31 -0.92 -0.18  -0.379
C: 0.00 -0.04 -0.43  -0.439
C: 0.52 0.68 0.85  -0.053
N: 1.68 0.99 0.21  -0.275
C: 2.71 0.01 0.02  -0.467
H: -2.77 0.63 -0.65  0.203
H: -1.94 0.80 0.91  0.201
H: -3.24 -0.44 0.72  0.209
H: -1.16 -1.73 0.53  0.199
H: -1.51 -1.27 -1.20  0.186
H: -0.37 0.72 -1.13  0.200
H: 0.59 -0.74 -1.03  0.230
H: 0.08 1.66 1.07  0.173
H: 2.51 -0.99 0.43  0.184
H: 3.09 0.08 -0.99  0.211
H: 3.52 0.45 0.63  0.232

For the lowest unoccupied orbital energy, the calculation gives 0.08 eV. The total energy comes out at -251.7007 Ha. For the frontier orbital gap, the calculation gives 8.18 eV. For the energy relative to the best compared isomer or geometry (same formula, charge and spin), the calculation gives 4.4027 eV.